Entry 1:
The following is a DFT calculation (ωB97M-V with the def2-TZVPD basis set) of a single C4H6O molecule in a non-equilibrium geometry.

```
11
C4H6O ωB97M-V with the def2-TZVPD basis set
C 0.69 0.83 -0.12
C -0.59 0.96 -0.14
C -1.23 -0.47 0.01
O -0.04 -1.33 -0.19
C 1.19 -0.57 0.00
H 1.28 1.69 -0.04
H -1.16 1.86 -0.10
H -2.09 -0.93 -0.68
H -1.57 -0.55 1.06
H 1.66 -0.64 0.98
H 1.85 -0.86 -0.78
```

Results
total energy	-6290.9205	eV
HOMO-LUMO gap	10.5	eV
E_HOMO	-0.34512	Ha
molar mass	70.1	u

---

Entry 2:
The following is a DFT calculation (ωB97M-V with the def2-TZVPD basis set) of a single C4H6O molecule in a non-equilibrium geometry.

```
11
C4H6O ωB97M-V with the def2-TZVPD basis set
C 1.00 -0.38 1.38
C 0.43 0.81 1.47
C -0.60 0.98 0.67
O -0.86 -0.22 -0.04
C -0.35 -0.27 -1.36
H 0.60 -1.25 1.91
H 1.76 -0.58 0.62
H -1.30 1.78 0.48
H 0.61 0.27 -1.48
H -1.10 0.18 -2.02
H -0.20 -1.32 -1.64
```

Results
total energy	-6288.0865	eV
HOMO-LUMO gap	9.5	eV
E_HOMO	-0.34005	Ha
molar mass	70.1	u